C6H13N2 | ωB97M-V with the def2-TZVPD basis set

Values from the calculation:
- multiplicity = 1
- SMILES = C[N@@H+]1[C@@H](N)CC12CC2
- net charge = +1
- strongest force on any atom (eV/A) = 3.02
- lowest unoccupied orbital energy (eV) = -2.674
- HOMO energy (eV) = -14.354
- Kohn-Sham gap (eV) = 11.680

Bonds (Å) are listed after each position.
Element x y z (Å)
1 C -1.420 0.253 1.380  N2 1.462, H9 1.136, H10 1.120, H11 1.093
2 N -0.628 0.337 0.153  C1 1.462, C3 1.774, C6 1.435, H12 0.970
3 C -0.584 -0.885 -1.132  N2 1.774, N4 1.349, C5 1.461, H13 1.161
4 N -1.462 -0.856 -2.156  C3 1.349, H14 1.033, H15 1.029
5 C 0.799 -0.462 -1.337  C3 1.461, C6 1.513, H16 1.101, H17 1.112
6 C 0.796 0.237 0.005  N2 1.435, C5 1.513, C7 1.475, C8 1.502
7 C 1.680 1.288 0.541  C6 1.475, C8 1.524, H18 1.061, H19 1.089
8 C 1.574 -0.053 1.257  C6 1.502, C7 1.524, H20 1.083, H21 1.041
9 H -0.703 0.011 2.228  C1 1.136
10 H -1.893 1.213 1.708  C1 1.120
11 H -2.040 -0.626 1.183  C1 1.093
12 H -1.044 1.135 -0.208  N2 0.970
13 H -0.710 -1.879 -0.545  C3 1.161
14 H -2.362 -1.343 -2.011  N4 1.033
15 H -1.666 -0.177 -2.902  N4 1.029
16 H 1.595 -1.190 -1.553  C5 1.101
17 H 0.972 0.078 -2.294  C5 1.112
18 H 1.077 2.049 0.968  C7 1.061
19 H 2.632 1.414 0.026  C7 1.089
20 H 2.365 -0.786 1.362  C8 1.083
21 H 1.248 -0.226 2.230  C8 1.041